ORCA calculation (ωB97M-V with the def2-TZVPD basis set) on a single C3H2N2O2 molecule at a distorted geometry.

The multiplicity is 1. Its energy relative to the best compared isomer or geometry (same formula, charge and spin) is 78.10 kcal per mole. The lowest unoccupied orbital energy is -0.191 eV. The total energy comes out at -375.3871 Ha. Its HOMO-LUMO gap is 10.961 eV. For the largest force on an atom, the calculation gives 1.16 eV/A.

Last column: Löwdin charge in e.
Element x y z (Å)
O1 1.66989 -0.13374 0.92707  0.087
O2 0.34996 1.00037 -0.58877  -0.070
N1 -1.22784 -0.73055 0.42080  0.018
N2 0.07112 -0.09436 -1.39748  0.106
C1 -1.19506 -0.09200 1.42050  0.135
C2 -0.75618 -0.90456 -0.86330  -0.171
C3 1.10176 0.84536 0.54786  -0.381
H1 1.09392 1.84407 0.99839  0.148
H2 -1.10757 -1.73459 -1.46508  0.127